[1]
C40H49CeN6S3Si2Te | the ωB97M-V functional and the def2-TZVPD basis

Results
**Multiplicity**: 1
**Total charge**: +3
**Kohn-Sham gap (alpha / beta)**: 4.2407 / 4.2313 eV
**Highest occupied orbital energy (alpha / beta)**: -14.47 / -14.47 eV
**Relative energy (zero: lowest compared OMol25 entry of this formula, charge and spin)**: 3.4 kcal/mol

The geometry in XYZ format:
```
102
Properties=species:S:1:pos:R:3:mulliken_charge:R:1
Ce -1.304 -0.075 -0.009 0.244
Te 0.915 -2.510 1.296 0.179
S -2.803 -2.513 -0.858 0.242
S -7.070 4.138 -0.270 -0.076
S 2.303 -2.006 -4.846 -0.029
Si 4.348 -1.973 0.453 0.085
Si 1.144 -4.269 4.192 0.388
N -2.877 1.301 -1.134 0.338
N 0.086 1.596 4.116 -0.096
N -0.843 1.269 6.165 -0.366
N -0.874 0.142 -2.691 0.187
N -2.074 0.700 4.337 -0.659
N -2.552 -0.029 2.044 -0.339
C -3.796 1.858 -0.334 -0.846
C 1.845 3.411 -0.069 0.376
C 1.166 -3.812 6.086 -1.109
C -6.362 4.469 2.174 -0.506
C 2.876 -1.221 -7.173 -0.577
C -0.487 -5.105 3.666 -1.121
C -1.502 1.594 -4.604 0.960
C -7.438 4.577 1.372 -0.410
C 1.515 -0.521 -5.465 0.235
C -2.427 2.595 -5.126 -0.964
C -5.440 3.656 0.163 -0.305
C -1.637 1.110 -3.251 0.182
C 2.866 -3.146 0.412 -0.779
C -0.917 1.170 4.835 0.662
C 3.039 3.070 -0.734 -0.076
C 1.983 -0.239 -6.741 -0.606
C -2.687 1.694 -2.443 -0.485
C -4.333 -2.721 0.183 -0.902
C -4.503 3.355 -2.106 -0.630
C -3.360 3.215 -4.307 -1.218
C 1.225 -2.511 3.422 -0.329
C -5.219 3.904 1.495 -0.550
C 0.904 2.499 0.379 1.412
C 3.943 4.034 -1.225 -0.463
C -4.525 2.995 -0.769 0.837
C 3.722 5.380 -0.988 -0.441
C 2.587 5.717 -0.228 -0.433
C 3.127 -2.265 -6.324 -0.430
C 1.612 4.801 0.151 -0.529
C -0.012 1.762 0.774 -1.567
C 2.622 -5.367 3.789 -1.108
C 5.885 -2.931 0.182 -0.954
C -2.288 0.426 3.119 0.678
C 0.381 0.105 -4.764 1.091
C 0.101 -0.417 -3.465 -1.118
C -3.432 -2.465 -2.630 -0.923
C -0.415 1.095 -5.387 -0.727
C 3.876 -0.813 -0.985 -0.398
C -3.553 2.714 -2.977 1.045
C 4.426 -0.971 2.046 -0.767
H 3.858 -1.318 -2.005 0.174
H 0.452 -3.034 6.330 0.328
H -4.018 1.323 0.574 0.944
H 4.501 0.087 -1.015 0.397
H 4.287 6.242 -1.418 0.378
H 2.656 -5.672 2.772 0.391
H 4.720 -1.532 2.930 0.356
H -0.746 -4.943 2.650 0.378
H 0.118 1.747 3.124 -0.138
H -0.469 -6.195 3.832 0.354
H 2.822 -0.533 -0.850 -0.171
H -4.595 -3.801 0.241 0.394
H -3.846 4.117 -4.648 0.457
H -3.958 -3.431 -2.825 0.437
H 4.743 3.633 -1.859 0.412
H -4.236 -1.668 -2.732 0.269
H -4.253 3.709 1.947 0.513
H 2.795 -3.438 -0.680 0.486
H -6.325 4.683 3.269 0.351
H -0.020 1.595 6.603 0.200
H -2.405 2.867 -6.194 0.441
H 3.543 -4.872 3.971 0.387
H 3.408 -1.164 -8.124 0.380
H -1.289 -4.791 4.364 0.304
H -0.267 1.308 -6.467 0.370
H -5.088 4.198 -2.518 0.526
H 5.076 -0.082 2.062 0.444
H 5.693 -3.559 -0.733 0.297
H 2.177 -3.422 6.277 0.311
H 6.702 -2.179 0.035 0.316
H 2.603 -6.243 4.475 0.359
H -8.429 4.909 1.655 0.443
H 3.355 -0.569 2.162 -0.001
H 3.209 -4.075 0.867 0.389
H 0.590 -1.309 -3.090 0.482
H 0.730 5.182 0.727 0.384
H 1.713 0.603 -7.332 0.457
H -2.646 -2.324 -3.353 0.290
H 3.169 2.003 -0.953 0.229
H -5.155 -2.225 -0.247 0.371
H -4.065 -2.345 1.145 0.271
H 1.017 -4.654 6.740 0.368
H 2.210 -2.032 3.619 0.352
H -1.561 0.755 6.674 0.269
H 6.167 -3.562 1.009 0.356
H 2.431 6.793 0.051 0.340
H 3.682 -3.208 -6.444 0.414
H 0.881 2.020 4.581 0.261
H 0.295 -2.067 3.851 -0.023
```

***

[2]
CH8N3O | the ωB97M-V functional and the def2-TZVPD basis

Results
**Multiplicity**: 1
**Total charge**: +1
**Kohn-Sham gap**: 12.0982 eV
**Highest occupied orbital energy**: -15.21 eV
**Relative energy (zero: lowest compared OMol25 entry of this formula, charge and spin)**: 13.9 kcal/mol

The geometry in XYZ format:
```
13
Properties=species:S:1:pos:R:3:mulliken_charge:R:1
O -0.322 -0.623 2.338 -0.679
N 0.307 0.713 -1.947 -0.359
N -0.314 -1.080 -0.601 -0.421
N 0.395 0.914 0.346 -0.307
C 0.017 0.226 -0.723 0.631
H -0.920 -0.605 3.097 0.328
H 0.205 0.461 1.285 0.339
H 0.396 1.698 -2.118 0.232
H -0.464 -1.583 -1.471 0.242
H 0.798 1.837 0.370 0.190
H 0.253 0.085 -2.731 0.199
H -1.049 -1.205 0.095 0.274
H 0.543 -0.874 2.686 0.331
```

***

[3]
C34H82Cl12O14 | the ωB97M-V functional and the def2-TZVPD basis

Results
**Multiplicity**: 1
**Total charge**: 0
**Kohn-Sham gap**: 9.7367 eV
**Highest occupied orbital energy**: -9.36 eV

The geometry in XYZ format:
```
142
Properties=species:S:1:pos:R:3:mulliken_charge:R:1
Cl -1.258 6.054 -1.295 -0.198
Cl -2.205 3.187 -4.830 -0.096
Cl -4.732 4.080 0.311 -0.193
Cl -3.945 -1.841 -4.402 -0.188
Cl -3.376 4.072 2.955 -0.210
Cl -2.598 -4.140 -2.996 -0.172
Cl 4.104 -0.944 -2.538 -0.216
Cl -0.198 3.548 -0.332 0.034
Cl 0.661 2.748 -5.262 -0.081
Cl 1.526 -2.353 -3.240 0.014
Cl -1.047 -1.210 5.557 -0.156
Cl -2.129 1.290 6.580 -0.208
O 2.415 -4.782 -0.433 -0.498
O 1.251 0.733 2.782 0.464
O -4.132 0.838 -1.040 0.247
O 1.414 1.915 8.102 -0.024
O 0.763 -3.228 -5.885 -0.105
O -4.781 -0.110 1.500 -0.284
O -0.924 -1.744 0.697 0.087
O 0.626 2.857 4.349 -0.088
O 1.056 5.822 -4.007 -0.182
O 0.300 0.456 -0.984 0.184
O 3.006 5.250 -2.138 -0.368
O 2.368 -0.387 6.539 -0.259
O 0.756 -5.402 2.087 -0.337
O -1.308 -5.515 -6.436 -0.196
C 1.865 -4.487 1.954 -0.609
C -0.924 -2.238 2.031 0.368
C -5.137 -0.203 -0.871 -0.624
C -4.881 -1.011 0.414 -0.517
C 0.547 -5.765 3.474 -0.754
C 2.085 -0.129 2.075 -0.573
C 2.849 -1.041 5.420 -0.839
C 3.370 4.448 -1.048 -0.319
C 0.106 -5.518 -6.452 -0.535
C -1.892 -6.415 -7.336 -0.836
C -0.986 2.700 -5.998 -0.555
C -1.086 0.190 -0.773 -0.015
C 0.130 4.029 5.104 -0.753
C -4.226 1.572 -2.232 -0.901
C 3.172 0.745 6.878 -0.424
C 1.255 2.052 2.202 -0.228
C 1.908 -3.853 0.529 -0.380
C -0.677 0.364 6.224 0.832
C -4.857 -0.759 2.823 -0.731
C 2.346 5.390 -4.383 -0.853
C 1.048 2.575 9.238 -0.929
C 2.832 4.496 -3.302 -0.046
C 0.685 -4.515 -5.450 -0.155
C -1.284 -0.379 0.611 0.559
C 1.430 -5.540 -1.095 -0.357
C 0.301 2.896 2.975 -0.230
C -2.648 -3.041 -4.364 0.112
C 0.563 0.890 -2.348 -0.868
C 0.304 6.298 -5.119 -0.772
C 2.619 -1.766 -1.973 0.785
C -3.649 3.197 1.392 1.647
C 2.668 1.273 8.176 -0.858
C 1.789 -3.057 -6.794 -0.891
C 0.245 5.185 -0.873 0.544
H 0.916 -6.115 -0.319 0.255
H -3.979 -1.397 3.003 0.185
H 3.885 4.145 -3.534 0.383
H -5.834 -1.279 2.931 0.330
H 0.090 -4.584 -4.489 0.016
H -1.948 -2.091 2.423 -0.557
H 2.155 3.645 -3.055 -0.105
H 2.041 -1.173 -1.261 -0.771
H 2.988 6.238 -4.375 0.476
H -2.792 -3.664 -5.249 0.276
H 3.395 2.025 8.434 0.487
H -6.106 0.291 -0.756 0.356
H -0.928 4.305 5.074 0.235
H 2.551 -3.023 0.774 0.429
H 3.006 -2.647 -1.472 0.130
H -0.790 2.591 2.811 -0.160
H 2.350 4.830 -5.389 0.430
H 0.081 -5.003 4.136 0.218
H 0.590 4.952 4.689 0.357
H 3.174 1.455 6.106 0.289
H -3.690 2.477 -2.086 0.237
H 1.756 -4.831 -5.272 0.385
H -1.275 -6.646 -8.234 0.308
H -0.173 1.614 -2.703 0.491
H 2.959 -0.451 4.516 0.276
H -0.819 0.312 1.322 -0.509
H -0.096 0.902 5.442 -0.597
H 2.888 -4.947 2.204 0.444
H 1.922 -6.244 -1.763 0.284
H 0.694 -4.855 -1.596 0.027
H 1.989 -1.099 2.559 -0.175
H 1.677 -3.699 2.665 0.205
H 1.886 3.244 9.438 0.394
H -1.459 -0.614 -1.465 0.145
H -0.083 -6.629 3.437 0.288
H 1.751 -3.631 -7.763 0.255
H 2.679 0.551 9.006 0.373
H -5.299 1.837 -2.337 0.345
H 0.743 5.223 -1.812 -0.591
H 0.282 5.539 -5.921 0.248
H -4.060 2.148 1.560 -0.380
H 2.209 -1.871 5.144 0.170
H 0.776 5.678 -0.035 0.329
H -0.712 -3.286 2.002 0.116
H -5.764 -1.611 0.584 0.590
H -4.824 0.093 3.546 0.222
H -2.678 3.126 0.952 -0.845
H -0.699 6.376 -4.722 0.226
H 3.814 -1.440 5.642 0.528
H 2.568 3.732 -0.868 -0.097
H 0.657 7.267 -5.489 0.255
H 0.558 -6.470 -6.181 0.351
H -2.202 -7.341 -6.836 0.305
H 2.775 -3.244 -6.384 0.359
H 1.023 1.889 1.179 -0.332
H -0.976 3.249 -6.920 0.434
H 1.501 -6.144 3.897 0.319
H 0.867 1.893 10.069 0.300
H -4.009 -1.573 0.187 0.111
H 3.097 0.260 2.083 0.681
H 4.251 3.859 -1.383 0.340
H -2.781 -5.978 -7.768 0.268
H -1.704 -2.415 -4.340 -0.049
H -0.226 -1.651 2.582 -0.054
H 1.796 -2.021 -7.062 0.270
H 2.279 2.429 2.374 0.366
H -5.127 -0.896 -1.722 0.253
H 1.576 1.332 -2.279 0.134
H -0.031 0.190 7.032 0.094
H 0.472 3.852 2.599 0.742
H 0.523 -5.211 -7.461 0.234
H -1.206 1.681 -6.130 0.332
H 0.358 3.863 6.132 0.081
H 0.220 3.292 9.084 0.232
H -3.857 0.994 -3.078 0.203
H -1.653 1.128 -0.775 -0.094
H 4.248 0.377 6.987 0.366
H 1.727 -0.271 1.003 -0.322
H 3.453 5.057 -0.147 0.270
H 0.919 -3.554 0.319 0.486
H -2.310 -0.240 0.887 -0.249
H 0.498 0.124 -3.136 0.098
```

***

[4]
C3H12N2O | the ωB97M-V functional and the def2-TZVPD basis

Results
**Multiplicity**: 1
**Total charge**: 0
**Kohn-Sham gap**: 9.6345 eV
**Highest occupied orbital energy**: -8.57 eV
**Relative energy (zero: lowest compared OMol25 entry of this formula, charge and spin)**: 10.0 kcal/mol

The geometry in XYZ format:
```
18
Properties=species:S:1:pos:R:3:mulliken_charge:R:1
O 1.979 2.438 -1.197 -0.658
N 0.421 -0.056 -2.145 -0.520
N -0.448 -0.145 0.072 -0.267
C 0.269 -0.871 -0.941 -0.490
C -0.274 -0.615 1.434 -0.251
C -1.433 -0.169 2.302 -1.312
H 2.506 3.077 -1.711 0.303
H -1.281 -0.364 3.372 0.367
H 0.672 -0.269 1.872 0.270
H 0.608 -0.665 -2.926 0.203
H -0.248 -1.810 -1.164 0.398
H -1.424 0.041 -0.099 0.220
H 1.270 -1.093 -0.570 0.262
H -2.333 -0.777 2.071 0.320
H -0.190 -1.719 1.510 0.272
H -1.652 0.875 2.112 0.353
H 1.975 1.625 -1.729 0.323
H -0.418 0.496 -2.263 0.210
```

***

[5]
C17H19NO | the ωB97M-V functional and the def2-TZVPD basis

Results
**Multiplicity**: 1
**Total charge**: 0
**Kohn-Sham gap**: 8.1319 eV
**Highest occupied orbital energy**: -7.56 eV
**Relative energy (zero: lowest compared OMol25 entry of this formula, charge and spin)**: 119.3 kcal/mol

The geometry in XYZ format:
```
38
Properties=species:S:1:pos:R:3:mulliken_charge:R:1
O 2.844 1.276 2.472 -0.501
N -1.093 0.229 2.365 0.057
C -2.187 -2.482 -0.846 -0.619
C -1.391 -0.872 1.428 -0.567
C -2.688 0.909 0.850 0.162
C 3.626 -0.716 -2.722 -1.358
C 4.056 -0.157 0.892 -0.335
C -1.001 -2.705 -0.120 -0.748
C -3.828 1.992 -1.048 -1.091
C 2.415 1.424 0.229 -0.271
C 4.334 -0.448 -0.357 -0.886
C 3.432 -0.059 -1.463 0.787
C -2.323 -0.471 0.426 1.238
C 2.702 1.073 -1.121 -0.643
C 3.138 0.854 1.233 0.700
C -0.634 -2.037 1.079 -0.642
C -2.800 -1.300 -0.606 -0.118
C -3.999 1.301 0.344 -0.429
C -1.900 1.215 1.984 -1.014
H -2.268 1.974 2.591 0.444
H 3.239 0.692 3.041 0.269
H -4.193 3.116 -1.051 0.315
H 4.936 -1.270 -0.744 0.289
H 4.031 -1.765 -2.537 0.331
H 1.601 2.095 0.434 0.381
H -4.707 0.429 0.273 0.334
H -4.558 2.115 0.928 0.294
H -2.854 2.077 -1.373 0.386
H 0.184 -2.214 1.686 0.500
H -0.499 0.142 3.216 0.255
H -4.518 1.550 -1.900 0.219
H 4.604 -0.507 1.793 0.205
H -0.541 -3.702 -0.142 0.352
H 4.083 -0.070 -3.413 0.337
H 2.736 -0.844 -3.325 0.385
H 2.323 1.609 -2.009 0.307
H -3.726 -1.119 -1.102 0.307
H -2.578 -3.335 -1.385 0.370
```

***

Calculated total energy (Ha)
-4397.95538, -282.20695, -7919.91894, -306.22807, -789.04697
Largest force on an atom (eV Å⁻¹)
2.7, 3.0, 3.4, 1.1, 6.0